1.
DFT (ωB97M-V with the def2-TZVPD basis set) results for an isolated molecule of C2H7N3S in a non-equilibrium geometry.

The geometry in ORCA input format:
```
! wB97M-V def2-TZVPD RIJCOSX def2/J DEFGRID3
* xyz 0 1
C 0.023 2.211 1.876
C -0.795 -0.708 0.213
H -0.570 2.933 2.446
H 0.734 1.628 2.624
H 0.550 2.753 1.037
H -1.461 0.698 1.876
H -1.730 -0.941 0.709
H -0.795 -1.862 -1.492
H 0.548 0.565 -1.384
N -0.888 1.254 1.255
N -0.327 0.450 0.350
N -0.142 -1.662 -0.632
S 1.054 -0.943 -1.573
*
```

Output
- E_HOMO (eV) = -8.22
- Kohn-Sham gap (eV) = 9.16
- energy above the lowest of the compared OMol25 structures with the same formula, charge and spin (kcal per mole) = 71.3
- LUMO (eV) = 0.94
- SMILES string = CN/N=C/NS

***

2.
DFT (ωB97M-V with the def2-TZVPD basis set) results for a cluster of 2 separate species, C2H7N3S in total in a non-equilibrium geometry.

The geometry in ORCA input format:
```
! wB97M-V def2-TZVPD RIJCOSX def2/J DEFGRID3
* xyz 0 3
C -0.786 -1.011 1.234
C 1.041 0.388 0.251
N 0.470 2.162 -1.061
N 0.376 -0.943 0.420
N 0.219 1.006 -0.790
S -1.045 -1.037 -2.813
H -1.529 -0.215 1.142
H -1.335 -1.934 0.928
H -0.496 -1.061 2.255
H 1.110 0.996 1.151
H 2.017 0.115 -0.395
H -0.045 2.639 -1.792
H 0.003 -1.105 -0.530
*
```

Output
- E_HOMO (spin up / spin down) (eV) = -9.02 / -9.04
- Kohn-Sham gap (spin up / spin down) (eV) = 9.66 / 6.76
- energy above the lowest of the compared OMol25 structures with the same formula, charge and spin (kcal per mole) = 9.1
- <S²> = 2.0045
- LUMO (spin up / spin down) (eV) = 0.64 / -2.28

***

3.
DFT (ωB97M-V with the def2-TZVPD basis set) results for a cluster of 2 separate species, C2H7N4 in total in a non-equilibrium geometry.

The geometry in ORCA input format:
```
! wB97M-V def2-TZVPD RIJCOSX def2/J DEFGRID3
* xyz 1 1
C -0.686 2.542 0.803
C -0.133 1.414 0.399
N 0.673 -1.713 -0.405
N 1.278 -2.643 -0.394
N 2.044 -3.535 -0.526
N -0.843 0.468 -0.432
H -0.142 3.338 1.247
H -1.654 2.875 0.388
H 0.765 0.908 0.747
H 2.139 -4.414 -0.078
H -1.042 0.918 -1.295
H -1.769 0.422 0.031
H -0.630 -0.580 -0.486
*
```

Output
- E_HOMO (eV) = -14.35
- Kohn-Sham gap (eV) = 11.08
- energy above the lowest of the compared OMol25 structures with the same formula, charge and spin (kcal per mole) = 103.0
- LUMO (eV) = -3.27

***

4.
DFT (ωB97M-V with the def2-TZVPD basis set) results for a cluster of 2 separate species, C2H7N4O in total in a non-equilibrium geometry.

The geometry in ORCA input format:
```
! wB97M-V def2-TZVPD RIJCOSX def2/J DEFGRID3
* xyz 1 3
C -1.813 -0.474 0.158
C 0.374 1.111 0.039
N -1.888 -0.484 -1.021
N 0.657 0.085 -0.721
N 0.752 1.129 1.344
N 1.470 -0.984 -0.336
O -1.527 -0.518 1.263
H -0.154 1.997 -0.367
H -2.496 -0.993 -1.686
H 0.492 0.034 -1.791
H 1.715 -1.521 -1.227
H 0.274 1.808 1.949
H 1.030 0.296 1.953
H 1.115 -1.486 0.442
*
```

Output
- E_HOMO (spin up / spin down) (eV) = -10.19 / -15.23
- Kohn-Sham gap (spin up / spin down) (eV) = 6.62 / 7.79
- energy above the lowest of the compared OMol25 structures with the same formula, charge and spin (kcal per mole) = 22.8
- <S²> = 2.0066
- LUMO (spin up / spin down) (eV) = -3.57 / -7.44

***

5.
DFT (ωB97M-V with the def2-TZVPD basis set) results for a structure of composition C2H7N5 in a non-equilibrium geometry.

The geometry in ORCA input format:
```
! wB97M-V def2-TZVPD RIJCOSX def2/J DEFGRID3
* xyz 0 3
C 1.104 0.186 -0.304
C 1.035 1.336 0.432
N -1.168 -0.074 -0.473
N 0.059 -0.602 -0.643
N -0.046 1.720 1.146
N 0.205 -1.970 -1.044
N -0.984 0.918 1.657
H 2.015 -0.295 -0.484
H 1.771 2.098 0.346
H -1.996 -0.606 -0.653
H -0.011 -2.331 -1.972
H 1.118 -2.339 -0.793
H -1.381 0.417 0.732
H -1.720 1.543 2.053
*
```

Output
- E_HOMO (spin up / spin down) (eV) = -5.75 / -8.25
- Kohn-Sham gap (spin up / spin down) (eV) = 6.58 / 6.92
- energy above the lowest of the compared OMol25 structures with the same formula, charge and spin (kcal per mole) = 0.0
- <S²> = 2.0228
- LUMO (spin up / spin down) (eV) = 0.83 / -1.33

***

6.
DFT (ωB97M-V with the def2-TZVPD basis set) results for a structure of composition C2H7N5O in a non-equilibrium geometry.

The geometry in ORCA input format:
```
! wB97M-V def2-TZVPD RIJCOSX def2/J DEFGRID3
* xyz 0 1
C -0.908 -0.296 0.654
C 1.109 1.158 0.390
H -2.983 -0.412 1.840
H -2.985 -2.440 1.733
H -0.949 0.258 1.731
H -0.209 -1.910 -0.543
H 1.726 -0.571 -1.854
H 0.823 1.470 1.490
H 2.063 1.973 -2.637
N -2.848 -1.451 1.190
N -1.667 -1.348 0.600
N 0.085 0.071 -0.196
N 0.872 -1.157 -0.442
N 1.768 1.959 -0.415
O 1.730 1.243 -1.648
*
```

Output
- E_HOMO (eV) = -7.93
- Kohn-Sham gap (eV) = 7.59
- energy above the lowest of the compared OMol25 structures with the same formula, charge and spin (kcal per mole) = 286.7
- LUMO (eV) = -0.35

***

7.
DFT (ωB97M-V with the def2-TZVPD basis set) results for an isolated molecule of C2H7NO in a non-equilibrium geometry.

The geometry in ORCA input format:
```
! wB97M-V def2-TZVPD RIJCOSX def2/J DEFGRID3
* xyz 0 1
C -1.311 0.567 0.155
C -0.045 -0.124 -0.179
N 2.292 0.129 0.137
O 1.121 0.745 -0.130
H -1.365 0.611 1.256
H -1.225 1.539 -0.147
H -2.192 0.027 -0.247
H -0.162 -0.673 -1.231
H -0.088 -1.033 0.468
H 2.399 -0.749 -0.408
H 2.348 -0.144 1.194
*
```

Output
- E_HOMO (eV) = -9.43
- Kohn-Sham gap (eV) = 10.50
- energy above the lowest of the compared OMol25 structures with the same formula, charge and spin (kcal per mole) = 66.5
- LUMO (eV) = 1.07
- SMILES string = CCON

***

8.
DFT (ωB97M-V with the def2-TZVPD basis set) results for an isolated molecule of C2H7NO.

The geometry in ORCA input format:
```
! wB97M-V def2-TZVPD RIJCOSX def2/J DEFGRID3
* xyz 0 1
O -1.329 -0.914 0.319
H -1.992 -1.117 0.990
C 0.897 0.125 -1.087
C -0.612 0.275 0.782
N 0.732 0.299 0.343
H 0.193 0.757 -1.627
H 1.906 0.412 -1.389
H 0.715 -0.892 -1.430
H -1.139 1.144 0.379
H -0.663 0.291 1.870
H 1.291 -0.381 0.849
*
```

Output
- E_HOMO (eV) = -9.24
- Kohn-Sham gap (eV) = 10.22
- energy above the lowest of the compared OMol25 structures with the same formula, charge and spin (kcal per mole) = 15.2
- LUMO (eV) = 0.98
- SMILES string = CNCO

***

9.
DFT (ωB97M-V with the def2-TZVPD basis set) results for a cluster of 2 separate species, C2H7NO in total in a non-equilibrium geometry.

The geometry in ORCA input format:
```
! wB97M-V def2-TZVPD RIJCOSX def2/J DEFGRID3
* xyz 0 1
C -1.352 0.678 0.386
C -0.824 -0.402 0.889
N -1.629 -1.640 1.009
H -2.325 0.983 0.541
H -0.583 1.479 0.182
H -0.129 -0.261 1.767
H -2.401 -1.407 0.373
H -1.015 -2.443 0.842
H 2.657 0.773 -1.924
H 3.999 1.548 -1.864
O 3.602 0.692 -2.200
*
```

Output
- E_HOMO (eV) = -8.48
- Kohn-Sham gap (eV) = 9.21
- energy above the lowest of the compared OMol25 structures with the same formula, charge and spin (kcal per mole) = 61.4
- LUMO (eV) = 0.74
- SMILES string = C=CN.O

***

10.
DFT (ωB97M-V with the def2-TZVPD basis set) results for a cluster of 2 separate species, C2H7NO2 in total in a non-equilibrium geometry.

The geometry in ORCA input format:
```
! wB97M-V def2-TZVPD RIJCOSX def2/J DEFGRID3
* xyz 0 1
O -1.728 0.617 0.302
C -1.874 -0.231 -0.575
C -1.089 -1.495 -0.456
N 0.404 -1.111 -0.319
H -2.739 -0.111 -1.445
H -1.352 -2.160 0.373
H -1.313 -1.878 -1.410
H 0.323 -0.112 -0.060
H 0.852 -1.044 -1.222
H 2.001 2.465 1.726
H 3.646 2.245 1.534
O 2.869 2.815 1.552
*
```

Output
- E_HOMO (eV) = -9.95
- Kohn-Sham gap (eV) = 10.37
- energy above the lowest of the compared OMol25 structures with the same formula, charge and spin (kcal per mole) = 59.8
- LUMO (eV) = 0.42
- SMILES string = NCC=O.O

***

Which value of energy above the lowest of the compared OMol25 structures with the same formula, charge and spin does entry 3 give? 103.0 kcal per mole